# C24H19BCl2F3NO9P

2 unconnected molecules or ions with the total composition C24H19BCl2F3NO9P (ωB97M-V/def2-TZVPD, the OMol25 dataset).

```
! RIJCOSX wB97M-V def2-TZVPD def2/J DEFGRID3
* xyz -1 1
O 0.33 4.60 -2.63
C 2.41 -4.31 -1.05
H -1.46 2.79 0.69
H -0.47 1.52 -3.63
H -1.41 -1.05 -3.60
C 1.40 -0.97 3.49
O -5.07 2.31 4.57
H 0.11 -3.01 -6.87
O 2.73 1.10 1.55
P -0.86 3.84 -1.81
H 3.45 -3.72 0.64
C -4.10 2.90 3.91
H -0.77 -0.84 3.48
O 2.97 -1.85 -2.23
H 0.83 4.00 -3.19
C -4.30 2.61 2.41
H -0.14 -2.10 4.52
H 1.71 -3.82 0.90
O -3.57 3.00 1.53
H 2.76 -0.72 -4.43
C 0.70 -0.78 -3.85
H 1.85 -1.06 4.48
H -1.54 1.73 2.91
C 2.32 -1.99 0.03
C 0.78 0.11 -2.66
H 1.29 0.10 3.31
H 0.20 1.50 2.88
Cl -0.37 -2.82 2.32
H 2.39 -2.66 2.59
C 2.40 -1.58 2.51
H -0.87 0.62 1.72
B -5.99 1.60 3.62
C 2.18 0.32 0.81
C 2.27 -1.15 1.08
C -0.55 -1.29 -4.21
O -5.37 1.87 2.27
F 1.13 -4.57 -1.42
H 2.38 -2.19 -6.42
C -0.69 1.55 2.25
C 1.57 -1.91 -5.76
F -7.26 2.12 3.68
F -5.98 0.24 3.88
Cl -2.16 3.35 -3.35
O -3.19 3.53 4.37
C 1.48 -0.16 -1.49
H 3.39 -1.25 2.83
C 0.69 1.90 -0.48
N -0.76 -2.07 -5.27
C 0.29 -2.37 -6.02
C 0.00 2.20 -1.67
C 0.05 1.30 -2.72
H -0.57 3.65 1.92
C 2.31 -1.38 -1.33
C 2.48 -3.48 0.20
C 1.42 0.72 -0.41
C -0.58 2.74 1.33
O 3.33 -4.76 -1.66
C 0.00 -1.60 3.57
O 0.65 2.75 0.57
C 1.78 -1.10 -4.66
*
```

The value obtained for the energy above the lowest of the compared OMol25 structures with the same formula, charge and spin is 0.0000 eV. The calculated total energy is -3244.47157 a.u.

Löwdin atomic charge list, values in e, 6 entries: O -0.350; C -0.451; H 0.068; H 0.066; H 0.124; C -0.220